One molecule with the formula C2H4N4O2 in a non-equilibrium geometry, computed with the ωB97M-V functional and the def2-TZVPD basis.

Last column: natural (NBO) charge in e.
CARTESIAN COORDINATES (ANGSTROEM)
1 N -1.996 -0.224 0.075  -0.696
2 N -0.877 -1.172 -0.051  -0.360
3 C 0.293 -0.617 0.030  0.427
4 O 1.392 -1.317 -0.020  -0.329
5 N 2.455 -0.236 0.142  -0.147
6 N 1.825 1.029 0.096  -0.270
7 C 0.570 0.827 0.050  0.431
8 O -0.400 1.734 -0.083  -0.681
9 H -2.272 -0.268 1.100  0.381
10 H -2.655 -0.584 -0.524  0.376
11 H 3.012 -0.431 -0.632  0.356
12 H -1.349 1.260 -0.183  0.513

Forces on atoms 1 to 3 (eV/Å):
2.588 0.740 2.987
0.877 0.222 0.226
-3.638 -0.296 -0.499

Values from the calculation:
F_max, eV/Å: 4.02
Multiplicity: 1
HOMO level, eV: -9.1
Energy above the lowest of the compared OMol25 structures with the same formula, charge and spin, kJ/mol: 305.0
Kohn-Sham gap, eV: 9.74
Lowest unoccupied orbital energy, eV: 0.63

C2H4N4O2 as an isolated structure in a non-equilibrium geometry, computed with the ωB97M-V functional and the def2-TZVPD basis.

Last column: natural (NBO) charge in e.
CARTESIAN COORDINATES (ANGSTROEM)
1 C -1.007 -0.145 -0.170  0.655
2 C 1.102 -0.606 -0.085  0.615
3 H -2.741 0.513 0.056  0.406
4 H -2.790 -1.216 0.024  0.419
5 H 1.078 2.783 0.016  0.483
6 H 3.137 -1.630 0.706  0.398
7 N -2.292 -0.326 -0.171  -0.784
8 N -0.538 0.985 0.509  -0.399
9 N 0.847 0.681 0.305  -0.109
10 N 2.050 -1.645 0.023  -0.664
11 O 1.345 1.791 -0.664  -0.562
12 O -0.192 -1.184 -0.549  -0.458

Forces on atoms 1 to 3 (eV/Å):
1.405 1.257 2.851
3.753 -6.324 0.133
-1.165 0.944 0.492

Values from the calculation:
F_max, eV/Å: 7.36
Multiplicity: 1
HOMO level, eV: -8.8
Energy above the lowest of the compared OMol25 structures with the same formula, charge and spin, kJ/mol: 617.1
Kohn-Sham gap, eV: 8.77
Lowest unoccupied orbital energy, eV: -0.04

C2H4N4O2 as an isolated structure in a non-equilibrium geometry, computed with the ωB97M-V functional and the def2-TZVPD basis.

Last column: natural (NBO) charge in e.
CARTESIAN COORDINATES (ANGSTROEM)
1 C -0.238 -0.636 0.072  0.186
2 C -1.599 -1.115 0.326  -0.062
3 H 2.014 0.820 0.275  0.426
4 H 2.990 -0.756 -0.546  0.382
5 H -2.127 -2.291 0.309  0.265
6 H 0.385 2.273 0.117  0.469
7 N 1.937 -0.102 -0.221  -0.705
8 N 0.996 -1.171 -0.028  -0.184
9 N -2.442 -0.220 -0.035  -0.064
10 N -0.399 0.752 -0.486  0.094
11 O -1.794 0.938 -0.364  -0.226
12 O 0.278 1.508 0.582  -0.581

Forces on atoms 1 to 3 (eV/Å):
3.195 -0.566 -1.890
-1.405 -3.501 -1.860
-0.474 -2.112 -0.414

Values from the calculation:
F_max, eV/Å: 7.19
Multiplicity: 1
HOMO level, eV: -8.6
Energy above the lowest of the compared OMol25 structures with the same formula, charge and spin, kJ/mol: 771.9
Kohn-Sham gap, eV: 8.33
Lowest unoccupied orbital energy, eV: -0.25

C2H4N4O4S3 as an isolated structure in a non-equilibrium geometry, computed with the ωB97M-V functional and the def2-TZVPD basis.

Last column: natural (NBO) charge in e.
CARTESIAN COORDINATES (ANGSTROEM)
1 C -1.480 0.943 -0.826  -0.077
2 C 2.241 0.161 -0.376  -0.542
3 N -0.471 1.458 -0.515  0.051
4 N 0.550 2.138 -0.308  -0.532
5 N -3.808 1.502 -0.205  -1.049
6 N 4.266 -1.616 -0.221  -1.043
7 O -3.523 -0.757 -1.209  -0.872
8 O -2.573 -0.435 1.057  -0.869
9 O 4.889 0.427 -1.262  -0.927
10 O 4.393 0.479 1.175  -0.935
11 S 2.161 1.819 -0.331  0.775
12 S -2.874 0.068 -0.240  2.274
13 S 4.093 0.022 -0.155  2.165
14 H -4.687 1.372 -0.657  0.405
15 H -4.035 1.922 0.647  0.400
16 H 5.174 -1.861 -0.028  0.388
17 H 3.681 -2.061 0.559  0.388

Forces on atoms 1 to 3 (eV/Å):
0.676 -0.379 -0.221
2.114 1.772 0.309
1.548 -0.295 -0.167

Values from the calculation:
F_max, eV/Å: 4.79
Multiplicity: 1
HOMO level (spin up / spin down), eV: -9.7 / -9.7
Energy above the lowest of the compared OMol25 structures with the same formula, charge and spin, kJ/mol: 458.8
Kohn-Sham gap (spin up / spin down), eV: 8.03 / 8.04
Lowest unoccupied orbital energy (spin up / spin down), eV: -1.65 / -1.65

- Which value of energy above the lowest of the compared OMol25 structures with the same formula, charge and spin does entry 3 give?
  771.9 kJ/mol